Entry 1:
ORCA calculation (ωB97M-V/def2-TZVPD) on a structure of composition C6H10S.

Positions of all 17 atoms, in Å:
C: 1.671 -1.176 0.943
C: 1.834 -2.419 1.124
C: 0.994 -0.124 -1.154
C: -0.321 1.578 -0.196
C: -0.332 0.718 1.123
C: 0.153 0.818 -1.470
S: 1.306 0.312 1.797
H: 2.075 -2.809 2.013
H: 1.714 -3.020 0.257
H: -4.143 0.074 -1.627
H: 1.670 -0.588 -1.851
H: -1.265 2.064 -0.358
H: 0.517 2.345 0.012
H: -0.933 1.235 1.914
H: -0.749 -0.272 0.756
H: 0.083 1.469 -2.407
H: -4.273 -0.205 -0.876

Atoms 1-2, force components in eV/Å:
C -1.242 3.610 1.417
C -0.152 -0.309 -2.227

Orbital gap (alpha / beta) (eV): 7.62 / 7.83
Multiplicity: 3
Total charge: 0
Expectation value of S²: 2.023
Relative energy (zero: lowest compared OMol25 entry of this formula, charge and spin) (kJ/mol): 383.1


Entry 2:
ORCA calculation (ωB97M-V/def2-TZVPD) on a cluster of 2 separate species, C4H8N in total.

Positions of all 13 atoms, in Å:
C: 2.901 0.022 -0.435
C: 2.283 -0.546 0.436
C: -0.105 0.858 0.398
C: -2.070 -0.555 -0.118
N: -0.873 0.283 -0.438
H: 3.366 0.629 -1.005
H: 1.789 -1.276 1.172
H: -0.310 0.695 1.506
H: 0.647 1.553 -0.027
H: -2.389 -0.661 0.990
H: -2.955 0.042 -0.548
H: -1.762 -1.563 -0.607
H: -0.523 0.518 -1.326

Atoms 1-2, force components in eV/Å:
C -3.780 -3.919 4.926
C -0.377 -1.639 0.612

Orbital gap (eV): 9.89
Total charge: +1
Relative energy (zero: lowest compared OMol25 entry of this formula, charge and spin) (kJ/mol): 294.2


Entry 3:
ORCA calculation (ωB97M-V/def2-TZVPD) on a structure of composition C26H32B2BeBr3F15MgN3O20S2.

Positions of all 105 atoms, in Å:
O: 4.265 -4.441 -1.763
C: 3.634 -3.637 -1.189
O: 2.871 -3.928 0.004
C: 2.262 -2.839 0.329
O: 1.391 -2.734 1.234
C: 2.640 -1.688 -0.523
C: 2.128 -0.303 -0.280
C: 3.253 0.740 -0.002
C: 3.036 1.973 -0.858
F: 1.845 2.496 -0.471
F: 2.884 1.685 -2.172
C: 4.050 3.139 -0.626
F: 3.453 4.298 -0.946
F: 4.273 3.167 0.704
C: 5.452 3.020 -1.306
F: 5.587 1.722 -1.717
F: 6.433 3.195 -0.424
C: 5.644 3.888 -2.590
F: 4.527 3.926 -3.306
F: 6.547 3.263 -3.364
S: 6.301 5.644 -2.323
F: 6.815 5.714 -3.804
F: 7.693 5.127 -1.860
F: 5.759 5.722 -0.855
F: 4.960 6.298 -2.822
F: 6.883 7.212 -2.106
C: 3.450 -2.182 -1.468
S: 4.222 -1.440 -2.877
H: 1.444 0.021 -1.061
H: 1.554 -0.363 0.643
H: 4.235 0.298 -0.149
H: 3.153 1.050 1.033
H: 5.537 -1.444 -2.565
Be: 6.793 9.059 -1.565
C: -2.930 -3.627 3.042
O: -4.020 -3.779 2.149
C: -4.240 -2.641 1.328
C: -3.669 -2.839 -0.060
O: -2.249 -2.937 -0.026
C: -1.786 -4.275 -0.094
H: -2.679 -4.619 3.422
H: -2.053 -3.205 2.540
H: -3.203 -2.983 3.879
H: -3.822 -1.743 1.795
H: -5.323 -2.509 1.243
H: -3.917 -1.968 -0.674
H: -4.105 -3.721 -0.536
H: -1.845 -4.651 -1.118
H: -2.342 -4.932 0.580
H: -0.738 -4.260 0.194
Br: 1.155 -4.530 1.927
C: -0.926 -6.508 -3.435
O: -1.657 -5.528 -3.309
N: -1.313 -7.636 -4.065
N: 0.353 -6.499 -2.939
H: -0.719 -8.435 -4.177
H: -2.248 -7.658 -4.463
H: 0.650 -5.663 -2.478
H: 0.994 -7.263 -3.031
O: 1.014 -4.055 -4.406
H: 0.089 -4.084 -4.119
H: 0.998 -4.476 -5.272
C: -5.411 -0.668 4.172
C: -3.967 -0.487 4.576
O: -3.117 -1.336 4.346
N: -3.634 0.664 5.212
C: -4.493 1.780 5.565
H: -5.519 -1.630 3.680
H: -6.060 -0.651 5.048
H: -5.719 0.116 3.479
H: -2.658 0.720 5.457
H: -4.117 2.684 5.082
H: -4.473 1.931 6.645
H: -5.515 1.607 5.250
B: -2.305 -7.315 -8.854
O: -2.209 -7.521 -7.354
C: -3.395 -7.606 -6.840
O: -3.659 -7.765 -5.679
C: -4.448 -7.456 -8.005
O: -5.633 -7.488 -7.855
O: -3.792 -7.295 -9.116
F: -1.713 -8.361 -9.511
F: -1.738 -6.113 -9.197
Mg: 5.952 -0.079 -4.685
Br: -2.626 4.072 2.701
C: -2.040 4.103 0.863
C: -2.150 2.744 0.222
Br: -0.726 1.583 0.865
H: -1.017 4.475 0.882
H: -2.679 4.825 0.362
H: -2.012 2.833 -0.853
H: -3.086 2.235 0.424
B: -0.030 8.077 5.884
O: -0.398 8.039 7.285
C: -0.500 9.299 7.738
O: -0.784 9.618 8.847
C: -0.184 10.239 6.561
O: -0.176 11.427 6.580
O: 0.083 9.469 5.494
O: 1.238 7.331 5.628
C: 1.023 6.351 4.789
O: 1.809 5.558 4.366
C: -0.494 6.393 4.415
O: -1.012 5.604 3.645
O: -1.064 7.360 5.034

Atoms 1-2, force components in eV/Å:
O -0.530 -0.003 0.761
C 1.124 0.228 -1.400

Orbital gap (eV): 0.88
Total charge: +1